The following is a DFT calculation (wB97M-V/def2-TZVPD) of a structure of composition C28H36P2SiSn.

The value obtained for the highest occupied orbital energy is -12.92 eV. The charge is +2. Its lowest unoccupied orbital energy is -0.265 Eh.

Structure (XYZ):
```
68
Properties=species:S:1:pos:R:3:mulliken_charge:R:1
C 1.044 -0.848 -1.612 -0.884
C 0.928 0.172 -2.563 -0.040
C 1.973 1.113 -2.376 -1.109
H 0.181 0.205 -3.355 0.578
C 2.795 0.660 -1.304 -0.551
C 2.196 -0.575 -0.786 -0.861
H 2.674 -1.279 -0.104 0.930
H 0.451 -1.756 -1.526 0.563
H 2.150 1.995 -2.991 0.514
H 3.796 1.024 -1.078 0.623
Sn 1.192 1.256 0.506 0.532
C -3.101 3.022 0.116 -0.642
H -2.069 3.319 -0.093 0.161
H -3.225 2.908 1.199 0.379
H -3.772 3.811 -0.289 0.386
Si -2.668 1.242 -1.076 -0.525
C -3.316 -0.473 -1.427 0.336
C -2.715 -1.324 -2.377 0.133
H -1.984 -0.934 -3.104 0.349
C -3.076 -2.679 -2.436 -0.671
H -2.541 -3.360 -3.102 0.445
C -4.125 -3.169 -1.649 -0.547
H -4.433 -4.219 -1.720 0.417
C -4.772 -2.307 -0.752 -0.637
H -5.590 -2.677 -0.130 0.423
C -4.375 -0.971 -0.641 -0.458
H -4.908 -0.295 0.031 0.338
C -2.006 2.202 -2.521 1.149
C -2.554 1.923 -3.784 -0.325
H -3.377 1.208 -3.872 0.409
C -2.068 2.571 -4.920 -0.685
H -2.528 2.355 -5.885 0.430
C -1.008 3.485 -4.804 -0.528
H -0.596 3.955 -5.703 0.430
C -0.499 3.823 -3.542 -0.759
H 0.287 4.575 -3.448 0.464
C -1.020 3.202 -2.402 -0.096
H -0.637 3.522 -1.419 -0.100
H -1.452 0.987 -0.224 0.119
H -3.831 1.903 -0.442 0.314
C 2.975 1.534 3.676 -1.185
P 3.157 0.571 2.152 1.038
C 4.856 0.702 1.554 -1.548
C 2.971 -1.191 2.685 0.023
C 4.045 -1.881 3.269 -0.638
C 3.885 -3.180 3.759 -0.826
C 2.645 -3.803 3.657 -0.658
C 1.551 -3.150 3.079 -0.639
C 1.702 -1.845 2.588 0.269
P 0.292 -0.910 1.871 1.461
C -0.813 -2.155 1.159 -1.229
C -0.578 -0.296 3.351 -1.359
H 2.846 2.590 3.399 0.428
H 3.894 1.411 4.268 0.418
H 2.108 1.188 4.252 0.351
H 5.545 0.751 2.408 0.503
H 5.123 -0.157 0.923 0.396
H 4.946 1.626 0.968 0.438
H 5.019 -1.408 3.328 0.399
H 4.737 -3.700 4.206 0.418
H 2.512 -4.813 4.040 0.429
H 0.577 -3.653 3.030 0.381
H -1.401 -2.620 1.964 0.565
H -1.509 -1.712 0.435 -0.104
H -0.243 -2.939 0.646 0.453
H -0.430 0.790 3.446 0.310
H -0.189 -0.801 4.246 0.437
H -1.648 -0.519 3.246 0.468
```



The following is a DFT calculation (wB97M-V/def2-TZVPD) of a cluster of 11 separate species, C32H65F12N7O17S4 in total.

The value obtained for the highest occupied orbital energy (alpha / beta) is -5.87 / -5.87 eV. The charge is -1. The expectation value of S² is 0.75. The spin multiplicity is 2. Its lowest unoccupied orbital energy (alpha / beta) is 0.037 / 0.003 Eh.

Structure (XYZ):
```
137
Properties=species:S:1:pos:R:3:mulliken_charge:R:1
C 14.868 -24.621 12.374 -0.934
N 13.601 -25.330 12.875 0.679
C 12.381 -24.381 12.657 -0.333
C 13.386 -26.667 11.996 -0.749
C 13.798 -25.657 14.436 0.044
C 13.026 -26.859 15.004 -0.586
O 11.640 -26.771 14.701 0.666
H 15.752 -25.248 12.493 0.277
H 14.859 -23.703 12.961 0.473
H 14.683 -24.378 11.328 0.174
H 11.452 -24.696 13.132 0.083
H 12.248 -24.416 11.576 -0.094
H 12.745 -23.376 12.869 0.311
H 12.414 -27.131 12.160 0.245
H 14.229 -27.297 12.278 0.442
H 13.333 -26.462 10.927 0.137
H 13.544 -24.825 15.093 -0.624
H 14.872 -25.784 14.571 0.476
H 12.998 -26.816 16.093 0.460
H 13.414 -27.851 14.772 0.236
H 11.352 -27.661 14.919 -0.318
C 15.148 -32.221 12.393 0.484
F 14.158 -32.847 11.670 -0.221
F 15.179 -32.834 13.548 -0.188
F 16.359 -32.420 11.901 -0.184
S 14.808 -30.303 12.610 0.746
O 15.548 -29.652 11.486 -0.636
O 13.356 -30.053 12.690 -0.456
N 15.532 -30.114 14.203 -0.107
S 16.792 -29.308 13.919 0.843
O 17.837 -30.075 13.243 -0.685
O 16.657 -27.871 13.603 -0.603
C 17.616 -29.349 15.676 0.558
F 17.014 -28.546 16.554 -0.200
F 17.656 -30.544 16.148 -0.202
F 18.888 -28.963 15.526 -0.245
C 12.612 -33.982 18.584 0.552
F 11.607 -33.395 17.928 -0.195
F 12.320 -33.931 19.910 -0.233
F 12.637 -35.278 18.111 -0.238
S 14.344 -33.012 18.296 0.922
O 15.093 -33.333 19.513 -0.600
O 14.957 -33.530 17.070 -0.575
N 13.667 -31.386 18.149 -0.213
S 14.649 -30.526 18.993 0.865
O 14.421 -30.335 20.429 -0.683
O 16.020 -30.725 18.532 -0.576
C 14.132 -28.787 18.168 0.505
F 13.961 -28.930 16.888 -0.009
F 12.992 -28.451 18.734 -0.254
F 14.997 -27.837 18.546 -0.225
C 9.555 -31.428 15.074 -1.571
C 10.061 -30.033 14.749 0.924
O 11.026 -29.471 15.656 -0.381
H 8.865 -31.861 14.349 0.414
H 9.114 -31.416 16.070 0.430
H 10.336 -32.164 15.265 0.398
H 9.170 -29.413 14.650 0.076
H 10.509 -30.189 13.767 -0.349
C 9.311 -31.639 11.164 0.051
O 8.339 -32.405 10.975 -0.663
N 9.693 -30.579 10.374 0.159
C 10.798 -29.621 10.793 -0.396
C 9.104 -30.158 9.082 -0.915
H 9.912 -31.837 12.065 0.400
H 11.394 -30.144 11.543 -0.080
H 10.272 -28.809 11.294 0.176
H 11.397 -29.248 9.962 0.383
H 9.800 -30.461 8.300 0.329
H 8.164 -30.624 8.785 0.333
H 8.989 -29.075 9.059 0.272
C 13.964 -23.988 8.210 0.538
O 13.310 -24.503 9.053 -0.529
N 13.597 -24.210 6.909 0.153
C 12.436 -24.989 6.388 -0.992
C 14.373 -23.586 5.872 -1.041
H 14.895 -23.416 8.346 -0.040
H 11.705 -24.456 5.779 0.396
H 11.763 -25.246 7.206 0.195
H 12.724 -25.797 5.716 0.388
H 15.167 -22.885 6.128 0.238
H 14.806 -24.353 5.230 0.363
H 13.719 -23.050 5.184 0.355
C 18.188 -23.392 9.873 0.116
O 17.035 -23.778 9.778 -0.549
N 18.674 -22.301 9.278 0.064
C 20.199 -22.104 9.161 -0.887
C 17.898 -21.523 8.347 -0.993
H 18.961 -24.046 10.305 0.312
H 20.830 -22.885 9.585 0.333
H 20.620 -21.179 9.557 0.282
H 20.398 -22.115 8.089 0.333
H 16.893 -21.530 8.770 0.268
H 18.171 -20.479 8.504 0.399
H 17.882 -21.960 7.349 0.334
C 8.062 -26.435 15.828 0.010
O 7.603 -26.216 16.941 -0.647
N 7.577 -25.915 14.662 0.307
C 8.251 -26.370 13.402 -0.343
C 6.601 -24.878 14.561 -1.179
H 8.962 -27.013 15.567 0.259
H 8.851 -25.482 13.208 0.159
H 7.582 -26.460 12.546 0.430
H 9.060 -27.098 13.452 -0.212
H 6.122 -24.703 15.524 0.404
H 7.005 -23.892 14.332 0.253
H 5.870 -25.291 13.866 0.395
C 9.094 -22.655 11.389 -0.918
C 9.900 -23.609 10.495 0.932
O 9.968 -24.794 10.608 -0.380
C 10.603 -22.967 9.379 -1.006
H 8.265 -22.256 10.805 0.450
H 9.707 -21.898 11.877 0.299
H 8.571 -23.283 12.111 -0.004
H 10.120 -22.319 8.647 0.521
H 11.020 -23.672 8.661 -0.087
H 11.408 -22.348 9.776 0.288
C 13.793 -22.395 17.553 -0.923
C 14.267 -21.857 16.178 0.885
O 14.730 -22.572 15.299 -0.564
C 14.106 -20.397 15.932 -1.242
H 13.812 -23.479 17.440 0.177
H 12.724 -22.212 17.664 0.177
H 14.307 -21.946 18.403 0.425
H 14.115 -20.226 14.855 0.337
H 14.821 -19.898 16.587 0.343
H 13.134 -20.047 16.278 0.361
C 9.169 -22.858 16.140 -0.764
C 10.095 -23.460 17.189 0.603
O 10.173 -23.111 18.403 -0.640
C 10.863 -24.723 16.744 0.842
H 8.226 -23.405 16.148 -0.017
H 9.638 -23.000 15.167 0.173
H 8.703 -21.909 16.408 0.432
H 11.296 -25.385 17.493 0.482
H 11.686 -24.602 16.040 -0.531
H 10.176 -25.416 16.259 -0.524
```



Across the entries above, E_tot takes the values -61889.5814, -155418.0603 eV, respectively.